ORCA calculation (wB97M-V/def2-TZVPD) on a gas-phase ion, C8H12N3 (charge +1) in a non-equilibrium geometry.

Values from the calculation:
Total charge: +1
Spin multiplicity: 3
HOMO level (spin up / spin down): -0.344 / -0.494 hartree
LUMO (spin up / spin down): -2.5 / -6.0 eV

Positions of all 23 atoms, in Å:
1 C -1.5936 1.4923 -0.1394
2 C -2.8582 1.0628 -0.2253
3 C -2.1605 -1.3314 -0.0320
4 C -0.8700 -0.8742 0.0878
5 C -0.5200 0.4885 -0.1102
6 C 0.3970 -1.5871 0.4603
7 C 1.6534 1.8277 0.1491
8 C 2.6937 -0.8974 -0.1922
9 N -3.1153 -0.3639 -0.3350
10 N 0.8358 0.6392 -0.0218
11 N 1.4298 -0.5623 0.4347
12 H -1.5262 2.4840 0.0120
13 H -3.6529 1.7679 -0.3184
14 H -2.4154 -2.3982 -0.1739
15 H 0.3722 -2.0376 1.4278
16 H 0.5956 -2.4113 -0.1989
17 H 1.0345 2.6762 0.5568
18 H 2.4238 1.5005 0.8486
19 H 2.1448 1.9988 -0.8783
20 H 3.4236 -1.1630 0.6840
21 H 2.7632 -1.7242 -0.8417
22 H 3.0186 -0.0043 -0.4987
23 H -4.0738 -0.5831 -0.6953

Force components x, y, z for each atom (eV/Å):
0.6 -3.7 -0.1
0.7 -2.4 -0.4
-0.3 -0.3 -0.6
0.8 1.1 0.1
-3.3 -0.2 0.4
-0.7 0.3 -0.5
0.1 0.1 -1.2
1.3 -1.8 5.0
-1.5 1.5 -0.6
2.3 -1.4 1.2
-2.0 0.3 -1.4
1.0 3.3 0.2
-0.7 -0.1 0.1
0.0 0.9 0.5
-0.3 -0.2 1.0
0.4 -0.3 -0.7
0.8 -0.8 -0.7
0.0 0.7 0.1
-0.8 0.5 1.6
-1.2 0.3 -1.5
-0.7 -0.6 -1.2
1.8 2.8 -2.1
1.6 -0.2 0.7



ORCA calculation (wB97M-V/def2-TZVPD) on 2 unconnected molecules or ions with the total composition C12H22FNO5P.

Values from the calculation:
Total charge: -1
HOMO level: -0.125 hartree
LUMO: 0.8 eV

Positions of all 42 atoms, in Å:
1 N 2.6361 0.8823 -1.7190
2 C 1.2096 0.8555 -1.3405
3 C 0.3410 -0.1189 -2.1639
4 O 1.1744 -1.1648 -2.7322
5 C -0.7652 -0.7384 -1.3327
6 P -2.1075 0.3974 -0.4711
7 C -3.0936 0.6409 -2.1281
8 C -2.7969 1.9122 -2.9274
9 C -3.1663 3.1572 -2.1546
10 F -3.1164 4.2900 -3.0079
11 H 2.7472 1.4208 -2.5736
12 H 3.1274 1.4209 -1.0114
13 H 1.1317 0.6107 -0.2819
14 H 0.7499 1.8436 -1.4558
15 H -0.0924 0.4343 -3.0078
16 H 1.0362 -1.1650 -3.6803
17 H -1.3243 -1.4271 -1.9764
18 H -0.2987 -1.3455 -0.5462
19 H -2.9074 -0.8395 -0.2367
20 H -1.4519 0.2306 0.8173
21 H -1.3234 1.6350 -0.7266
22 H -3.1557 1.2165 0.2167
23 H -4.1435 0.6826 -1.8079
24 H -2.9923 -0.2458 -2.7632
25 H -3.3861 1.9360 -3.8547
26 H -1.7423 1.9705 -3.2193
27 H -2.4796 3.3494 -1.3311
28 H -4.1841 3.0920 -1.7615
29 C 1.7013 -2.4101 2.2617
30 C 2.4316 -3.1126 3.1363
31 C 2.9407 -2.5272 4.4410
32 O 3.5868 -3.2838 5.1534
33 C 2.6447 -1.1535 4.7606
34 C 1.9110 -0.4433 3.8875
35 C 1.3930 -1.0317 2.5833
36 O 0.7392 -0.2775 1.8924
37 O 1.5597 0.8179 4.0541
38 O 2.7885 -4.3831 2.9655
39 H 1.3371 -2.8149 1.3276
40 H 3.0167 -0.7423 5.6881
41 H 1.0191 1.0386 3.2597
42 H 3.3048 -4.6101 3.7665

Force components x, y, z for each atom (eV/Å):
0.0 0.2 0.1
-0.1 0.2 -0.2
0.2 -0.2 0.0
0.0 0.0 0.0
0.0 0.0 -0.1
-0.2 0.0 -0.1
-0.1 0.1 0.0
-0.1 0.0 -0.1
0.1 0.0 0.0
0.0 -0.1 0.1
0.0 -0.2 0.0
0.0 0.0 0.0
0.1 -0.2 0.0
-0.1 -0.1 0.2
0.0 0.0 0.1
0.0 0.0 0.0
0.0 0.0 0.0
0.0 0.1 0.0
0.0 0.0 0.0
0.1 0.0 0.1
0.0 0.0 0.0
0.0 0.0 0.0
0.0 -0.1 0.0
0.1 0.1 0.0
0.1 0.0 0.0
0.0 0.0 0.1
0.0 0.0 0.0
0.0 0.0 -0.1
0.0 0.0 0.0
0.0 0.0 0.0
0.0 0.0 0.0
0.0 0.0 0.0
0.0 0.0 0.0
-0.1 0.0 0.0
-0.1 0.0 0.0
0.2 0.0 0.1
0.0 0.0 0.0
0.0 0.0 0.0
0.0 0.0 0.0
0.0 0.0 0.0
0.0 0.0 0.0
0.0 0.0 0.0



Record order is preserved below.
Energy relative to the best compared isomer or geometry (same formula, charge and spin): 0.928; 0.000 eV
Record order is preserved below.
E: -12950.136; -36531.332 eV